18
Properties=species:S:1:pos:R:3:forces:R:3 method="wB97M-V/def2-TZVPD" energy_ha=-513.5126 molar_mass_g_mol=135.1 e_lumo_ev=0.73 largest_force_ev_per_a=2.413 e_homo_ev=-9.35 smiles="C[C@@](N)(O)C(O)(O)C=O"
C 0.736421 -0.511204 -0.258391 -0.59 0.84 0.03
C -0.649690 0.179363 -0.072768 1.31 1.80 -0.35
C -1.201838 0.118604 1.337410 0.05 -0.12 -0.34
N -1.571343 -0.181340 -1.046888 -0.66 0.34 -0.32
C 1.737229 0.537636 0.264635 1.86 -1.43 -0.55
O 1.011827 -0.747957 -1.601235 0.10 0.21 0.09
O 0.728636 -1.709074 0.466841 0.27 0.23 -0.04
O -0.108723 1.636701 -0.369989 -1.05 -1.82 0.41
O 2.620707 0.946094 -0.465804 -0.76 0.04 0.75
H 1.681378 -0.073632 -1.846894 -0.10 -0.26 0.09
H 1.466047 -2.242100 0.142841 -0.04 0.01 -0.01
H -0.794892 2.294577 -0.207231 -0.20 -0.23 0.03
H -1.156184 -0.281416 -1.967881 -0.21 -0.36 0.30
H -2.253999 -0.872778 -0.768934 0.20 0.08 -0.23
H 1.776427 0.606464 1.362845 -0.17 0.59 -0.02
H -2.200959 0.550184 1.350533 -0.02 0.11 0.03
H -0.557878 0.667372 2.017793 0.01 0.00 0.07
H -1.263165 -0.917495 1.663116 0.00 -0.04 0.04